Formula: C23H20BrIN7O4Ti
Source: OMol25
Level of theory: ωB97M-V with the def2-TZVPD basis set

XYZ file:
```
57
Properties=species:S:1:pos:R:3:lowdin_charge:R:1
H 1.648 -0.150 -2.421 0.09
H -1.847 5.633 1.583 0.15
C 0.862 -0.166 2.594 -0.48
C -4.401 0.342 -0.516 -0.58
C -3.408 7.183 -3.236 0.02
N -1.854 8.252 -1.561 0.09
H 0.817 2.488 -1.727 0.12
H 4.675 -0.359 0.021 0.20
H 0.350 5.176 -1.492 0.15
O -0.342 0.004 2.087 -0.11
H -1.324 2.034 2.495 0.08
C 3.282 -0.277 1.584 -0.01
H 3.278 0.588 -2.395 0.11
H -4.023 2.448 -0.334 0.07
O 1.119 -0.316 3.761 0.17
C -3.046 4.898 -1.555 -0.03
N 1.516 -0.091 0.205 0.01
O 3.907 -0.349 3.918 0.19
C 2.659 -0.220 -2.007 0.03
H -6.302 2.939 0.446 0.12
C -5.304 -0.704 -0.378 -0.72
C -4.005 5.972 -3.514 -0.06
C 4.330 -0.293 2.686 -0.46
H -0.814 3.641 3.066 0.12
C -4.740 1.649 -0.220 -0.14
C 1.912 -0.157 1.538 -0.10
I -2.427 -0.089 -1.371 1.09
C -2.615 7.249 -2.093 -0.20
C -2.455 6.116 -1.258 -0.17
N -0.534 4.568 0.370 0.02
Ti -0.380 0.480 0.383 0.85
C 2.623 -0.186 -0.529 -0.29
H -2.886 4.026 -0.930 0.08
C -1.344 3.112 2.271 0.04
C -6.029 1.924 0.207 -0.05
N -0.175 2.413 0.184 -0.07
H -7.976 1.125 0.603 0.13
C -0.701 3.370 0.958 -0.29
C 0.111 4.374 -0.821 0.01
N -1.273 7.852 -0.532 0.07
N -1.604 6.558 -0.276 -0.08
H -4.626 5.868 -4.389 0.11
H -4.305 3.921 -2.961 0.11
H 2.937 -0.417 4.068 0.11
C 0.334 3.038 -0.934 -0.07
C -1.073 5.838 0.830 -0.04
N 3.694 -0.285 0.280 0.23
Br -4.783 -2.495 -0.702 0.78
C -6.600 -0.402 0.028 -0.08
H -7.321 -1.200 0.114 0.12
O 5.475 -0.221 2.345 0.17
H -0.289 6.459 1.283 0.16
H -3.533 8.048 -3.866 0.13
C -3.825 4.851 -2.693 -0.07
H 3.106 -1.154 -2.347 0.11
H -2.384 3.444 2.287 0.10
C -6.962 0.904 0.307 -0.03
```

Values from the calculation:
Orbital gap (spin up / spin down) = 6.45 / 6.60 eV
ΔE to the lowest compared entry with this formula, charge and spin = 0.0 kcal/mol
Total charge = +2
HOMO level (spin up / spin down) = -13.973 / -13.973 eV
2S+1 = 2